The following is a quantum chemistry calculation of a 3-piece molecular cluster, C36H51ClF6N4O15P overall in a non-equilibrium geometry, from the OMol25 dataset.

Element x y z (Å)
C (3.21, -0.29, 1.45)
C (2.77, 0.16, 0.28)
C (2.92, 1.57, -0.25)
C (4.06, 2.17, 0.62)
O (3.83, 2.72, 1.64)
C (5.58, 2.13, 0.20)
F (5.75, 2.86, -0.93)
F (6.28, 2.76, 1.16)
C (6.28, 0.75, -0.03)
F (5.56, -0.03, -0.86)
F (7.45, 1.03, -0.67)
C (6.63, -0.04, 1.28)
F (6.02, 0.49, 2.35)
F (6.17, -1.32, 1.14)
C (8.16, -0.08, 1.52)
O (8.70, 0.80, 2.09)
O (8.78, -1.15, 1.00)
N (3.39, 1.62, -1.66)
C (2.94, 0.53, -2.55)
O (2.58, 1.08, -3.78)
C (1.85, 0.17, -4.58)
C (0.99, 0.95, -5.55)
O (-0.06, 1.62, -4.87)
C (-1.32, 0.97, -4.95)
C (-2.14, 1.21, -3.69)
O (-3.44, 1.61, -4.08)
C (-4.40, 1.58, -3.04)
C (-4.65, 2.95, -2.45)
C (3.20, 2.95, -2.04)
N (3.91, 3.56, -2.97)
P (5.33, 3.06, -4.03)
N (4.56, 2.81, -5.50)
O (5.59, 1.52, -3.61)
N (2.30, 3.55, -1.25)
C (2.26, 4.98, -1.00)
C (0.86, 5.59, -1.12)
O (0.54, 6.51, -0.43)
C (1.70, 2.55, -0.29)
C (1.18, 3.19, 1.02)
C (1.09, 2.30, 2.25)
O (0.57, 1.25, 2.31)
Cl (1.72, 3.04, 3.73)
C (0.45, 2.05, -1.11)
C (-0.49, 1.02, -0.53)
C (-0.34, -0.36, -0.69)
C (-1.26, -1.26, -0.16)
C (-2.37, -0.80, 0.56)
C (-2.55, 0.58, 0.71)
C (-1.63, 1.47, 0.17)
H (3.30, -1.36, 1.59)
H (3.43, 0.35, 2.30)
H (2.29, -0.56, -0.37)
H (8.44, -1.98, 1.36)
H (2.04, 0.08, -2.13)
H (3.74, -0.20, -2.66)
H (2.51, -0.51, -5.13)
H (1.18, -0.45, -3.97)
H (0.58, 0.28, -6.31)
H (1.58, 1.73, -6.03)
H (-1.19, -0.11, -5.09)
H (-1.91, 1.33, -5.80)
H (-2.21, 0.29, -3.09)
H (-1.67, 1.98, -3.06)
H (-4.11, 0.88, -2.24)
H (-5.33, 1.20, -3.46)
H (-5.05, 3.63, -3.20)
H (-5.40, 2.89, -1.65)
H (-3.75, 3.39, -2.01)
H (3.69, 4.54, -3.10)
H (4.47, 1.82, -5.70)
H (3.63, 3.23, -5.52)
H (6.47, 1.44, -3.21)
H (2.88, 5.52, -1.72)
H (2.66, 5.26, -0.02)
H (0.19, 5.14, -1.87)
H (1.74, 4.08, 1.31)
H (0.16, 3.53, 0.83)
H (-0.14, 2.96, -1.24)
H (0.75, 1.76, -2.12)
H (0.48, -0.76, -1.26)
H (-1.13, -2.33, -0.29)
H (-3.10, -1.48, 0.97)
H (-3.41, 0.98, 1.24)
H (-1.79, 2.54, 0.29)
C (-4.22, -6.89, -0.41)
C (-3.02, -5.97, -0.37)
O (-2.99, -5.17, 0.82)
C (-2.58, -5.80, 1.92)
O (-2.22, -6.94, 2.00)
O (-2.64, -4.93, 2.93)
C (-2.31, -5.48, 4.21)
H (-5.14, -6.33, -0.28)
H (-4.26, -7.42, -1.36)
H (-4.16, -7.63, 0.39)
H (-3.07, -5.25, -1.19)
H (-2.08, -6.52, -0.47)
H (-1.34, -5.98, 4.18)
H (-3.08, -6.18, 4.53)
H (-2.28, -4.64, 4.90)
C (-5.05, -3.02, 4.17)
C (-4.61, -2.08, 5.27)
O (-5.72, -1.53, 6.00)
C (-6.28, -2.36, 6.89)
O (-5.92, -3.47, 7.14)
O (-7.30, -1.72, 7.45)
C (-8.04, -2.51, 8.40)
H (-5.76, -2.52, 3.51)
H (-4.19, -3.35, 3.59)
H (-5.55, -3.90, 4.58)
H (-4.09, -1.22, 4.86)
H (-3.93, -2.57, 5.97)
H (-7.38, -2.93, 9.15)
H (-8.57, -3.30, 7.88)
H (-8.75, -1.83, 8.86)

HOMO level   -11.761 eV
Total charge   +1
Strongest force on any atom   1.019 eV/Å
LUMO energy   -2.94 eV
Multiplicity   1

The following is a quantum chemistry calculation of C36H52AsF6O32P4 as an isolated structure in a non-equilibrium geometry, from the OMol25 dataset.

Element x y z (Å)
As (2.25, 0.97, -0.54)
F (0.65, 1.62, -0.10)
F (1.43, 0.06, -1.87)
F (3.85, 0.40, -1.13)
F (3.02, 1.97, 0.73)
F (2.30, -0.41, 0.57)
F (2.41, 2.46, -1.67)
C (8.50, 5.38, -4.94)
C (8.37, 4.00, -5.11)
C (7.55, 3.47, -6.33)
O (7.37, 2.26, -6.60)
C (6.91, 4.49, -7.02)
C (7.16, 5.78, -6.88)
C (8.11, 6.37, -5.88)
O (8.59, 7.50, -5.67)
O (6.54, 6.80, -7.71)
O (8.84, 3.02, -4.28)
H (8.93, 5.55, -3.97)
H (6.23, 4.09, -7.75)
H (6.88, 7.65, -7.45)
H (8.10, 2.40, -4.32)
C (-6.13, 3.77, -1.64)
C (-5.98, 4.92, -1.02)
C (-7.02, 6.02, -0.93)
O (-7.06, 7.15, -0.46)
C (-8.26, 5.55, -1.67)
C (-8.42, 4.36, -2.25)
C (-7.39, 3.36, -2.19)
O (-7.53, 2.13, -2.46)
O (-9.54, 4.03, -2.92)
O (-4.74, 5.30, -0.49)
H (-5.33, 3.05, -1.63)
H (-9.07, 6.26, -1.69)
H (-10.17, 4.74, -2.82)
H (-4.11, 4.59, -0.63)
C (6.41, -0.55, 10.22)
C (5.18, -0.57, 10.73)
C (3.94, -0.38, 9.89)
O (2.88, -0.23, 10.45)
C (4.18, -0.39, 8.50)
C (5.36, -0.70, 8.02)
C (6.63, -0.70, 8.80)
O (7.80, -0.83, 8.35)
O (5.55, -1.00, 6.71)
O (4.95, -0.43, 12.08)
H (7.26, -0.42, 10.88)
H (3.32, -0.30, 7.85)
H (4.81, -0.65, 6.20)
H (5.77, -0.69, 12.48)
C (-0.46, 5.97, 8.18)
C (0.76, 5.64, 7.72)
C (2.03, 5.60, 8.47)
O (3.16, 5.63, 7.91)
C (1.81, 5.73, 9.90)
C (0.61, 5.99, 10.44)
C (-0.66, 6.25, 9.57)
O (-1.69, 6.70, 10.08)
O (0.51, 6.20, 11.81)
O (0.82, 5.49, 6.34)
H (-1.31, 6.19, 7.55)
H (2.58, 5.53, 10.63)
H (-0.40, 6.51, 11.86)
H (1.68, 5.20, 6.03)
C (-5.65, -8.57, -4.45)
O (-4.90, -7.37, -4.48)
P (-3.69, -7.07, -5.50)
O (-2.53, -8.02, -5.62)
O (-4.64, -6.98, -6.81)
C (-4.14, -7.04, -8.04)
O (-3.24, -5.55, -5.17)
C (-4.28, -4.67, -4.82)
H (-6.69, -8.31, -4.63)
H (-5.66, -9.00, -3.45)
H (-5.47, -9.34, -5.21)
H (-4.75, -7.75, -8.61)
H (-3.11, -7.38, -8.12)
H (-4.30, -6.05, -8.46)
H (-4.98, -4.61, -5.65)
H (-3.98, -3.64, -4.62)
H (-4.84, -4.89, -3.92)
C (8.11, -5.42, 0.67)
O (8.27, -6.70, 0.15)
P (7.01, -7.73, -0.12)
O (7.39, -9.13, -0.26)
O (6.09, -7.47, 1.15)
C (6.56, -7.72, 2.44)
O (6.16, -7.15, -1.44)
C (5.36, -5.99, -1.42)
H (7.37, -5.26, 1.45)
H (7.69, -4.82, -0.14)
H (9.08, -5.20, 1.11)
H (7.54, -8.20, 2.35)
H (5.95, -8.41, 3.01)
H (6.84, -6.81, 2.97)
H (5.02, -5.70, -0.42)
H (4.35, -6.06, -1.82)
H (5.87, -5.21, -1.99)
C (-1.99, -5.96, 2.33)
O (-2.87, -6.56, 3.20)
P (-3.63, -5.69, 4.29)
O (-2.72, -4.82, 5.06)
O (-4.26, -6.78, 5.29)
C (-5.52, -6.55, 6.04)
O (-4.82, -4.89, 3.56)
C (-4.62, -3.58, 3.10)
H (-1.67, -6.68, 1.58)
H (-1.11, -5.66, 2.91)
H (-2.60, -5.27, 1.75)
H (-5.93, -5.68, 5.53)
H (-5.40, -6.40, 7.11)
H (-6.27, -7.33, 5.93)
H (-5.45, -2.89, 3.22)
H (-4.47, -3.54, 2.02)
H (-3.77, -3.15, 3.64)
C (-6.78, 7.96, -6.66)
O (-6.44, 6.72, -7.19)
P (-4.89, 6.35, -7.58)
O (-4.34, 6.98, -8.78)
O (-4.90, 4.72, -7.60)
C (-4.13, 3.94, -8.48)
O (-4.06, 6.78, -6.35)
C (-2.62, 6.37, -6.29)
H (-5.89, 8.46, -6.28)
H (-7.62, 7.79, -5.98)
H (-7.15, 8.73, -7.34)
H (-3.80, 4.51, -9.35)
H (-4.83, 3.18, -8.82)
H (-3.30, 3.36, -8.08)
H (-2.05, 7.29, -6.40)
H (-2.35, 5.70, -7.10)
H (-2.31, 5.97, -5.32)

HOMO level   -8.429 eV
Total charge   -1
Strongest force on any atom   6.105 eV/Å
LUMO energy   -0.67 eV
Multiplicity   1

The following is a quantum chemistry calculation of C36H52Cl3Ge2N7S3Sn as an isolated structure, from the OMol25 dataset.

Element x y z (Å)
Sn (0.42, -0.28, -0.14)
C (0.98, 0.30, -5.36)
C (-0.23, -0.02, -4.50)
S (0.24, -1.17, -3.15)
C (-0.43, -2.79, -3.78)
C (0.65, -3.79, -4.20)
S (2.20, -3.70, -3.24)
C (3.34, -2.96, -4.44)
C (3.16, -1.48, -4.77)
S (1.84, -1.17, -6.01)
H (1.70, 0.91, -4.82)
H (0.66, 0.85, -6.25)
H (-1.04, -0.46, -5.07)
H (-0.59, 0.86, -3.98)
H (-1.12, -2.58, -4.59)
H (-0.98, -3.13, -2.90)
H (0.91, -3.64, -5.24)
H (0.28, -4.81, -4.08)
H (3.32, -3.57, -5.35)
H (4.31, -3.08, -3.97)
H (4.09, -1.11, -5.20)
H (2.95, -0.91, -3.87)
C (-0.81, -0.72, -1.87)
Ge (-0.24, 2.35, -0.34)
C (0.75, 3.37, -1.72)
C (0.24, 3.57, -3.00)
C (0.99, 4.21, -3.98)
C (2.27, 4.66, -3.69)
C (2.80, 4.46, -2.43)
C (2.04, 3.82, -1.45)
C (0.18, 3.41, 1.30)
C (0.00, 4.79, 1.35)
C (0.27, 5.52, 2.50)
C (0.75, 4.87, 3.63)
C (0.96, 3.50, 3.60)
C (0.68, 2.79, 2.45)
C (-2.16, 2.74, -0.70)
C (-2.80, 2.00, -1.69)
C (-4.13, 2.22, -2.01)
C (-4.87, 3.18, -1.32)
C (-4.25, 3.90, -0.31)
C (-2.92, 3.69, 0.00)
H (-0.76, 3.22, -3.24)
H (0.57, 4.36, -4.97)
H (2.86, 5.15, -4.46)
H (3.80, 4.80, -2.20)
H (2.47, 3.66, -0.47)
H (-0.34, 5.31, 0.46)
H (0.13, 6.59, 2.51)
H (0.97, 5.44, 4.53)
H (1.36, 3.00, 4.48)
H (0.89, 1.72, 2.43)
H (-2.25, 1.20, -2.19)
H (-4.61, 1.63, -2.79)
H (-5.91, 3.35, -1.57)
H (-4.82, 4.65, 0.24)
H (-2.46, 4.26, 0.79)
Cl (6.12, -2.17, 0.77)
Ge (4.67, -2.47, -0.99)
Cl (5.61, -4.42, -1.77)
Cl (5.73, -1.05, -2.48)
C (1.42, -3.48, 1.88)
N (1.98, -4.39, 2.89)
C (3.21, -3.78, 3.41)
N (2.97, -2.47, 4.01)
C (2.39, -1.60, 2.98)
N (1.14, -2.15, 2.44)
C (0.20, -2.31, 3.56)
N (0.72, -3.20, 4.61)
C (1.02, -4.49, 3.99)
C (1.99, -2.63, 5.08)
H (0.50, -3.90, 1.49)
H (2.14, -3.37, 1.06)
H (3.92, -3.67, 2.59)
H (3.64, -4.45, 4.16)
H (3.11, -1.49, 2.16)
H (2.19, -0.62, 3.41)
H (-0.74, -2.73, 3.18)
H (0.00, -1.33, 3.99)
H (0.09, -4.92, 3.61)
H (1.43, -5.16, 4.75)
H (2.40, -3.29, 5.85)
H (1.79, -1.65, 5.53)
C (-4.13, -0.39, 3.54)
N (-3.37, 0.33, 2.53)
C (-2.89, 1.65, 2.92)
C (-2.59, -0.41, 1.67)
N (-1.35, -0.13, 1.41)
N (-3.22, -1.51, 1.15)
C (-2.42, -2.55, 0.53)
C (-4.51, -1.32, 0.50)
H (-4.46, 0.32, 4.30)
H (-3.53, -1.16, 4.03)
H (-5.02, -0.87, 3.12)
H (-3.74, 2.25, 3.25)
H (-2.44, 2.15, 2.07)
H (-2.15, 1.62, 3.74)
H (-1.00, 0.57, 2.06)
H (-2.14, -2.30, -0.50)
H (-2.99, -3.48, 0.55)
H (-1.50, -2.70, 1.10)
H (-5.05, -0.49, 0.95)
H (-5.10, -2.23, 0.58)
H (-4.36, -1.09, -0.56)

⟨S²⟩   0.762
HOMO level (alpha / beta)   -4.122 / -4.167 eV
Total charge   -1
Strongest force on any atom   0.620 eV/Å
LUMO energy (alpha / beta)   2.02 / 1.87 eV
Energy relative to the best compared isomer or geometry (same formula, charge and spin)   22.7 kcal/mol
Multiplicity   2

The following is a quantum chemistry calculation of C36H52IrN3OP2 as an isolated structure in a non-equilibrium geometry, from the OMol25 dataset.

Element x y z (Å)
C (-1.31, -1.37, -2.47)
C (0.71, -2.38, -1.74)
C (-1.43, -2.29, -3.51)
C (0.50, -3.44, -2.67)
C (-0.54, -3.37, -3.56)
H (-2.24, -2.16, -4.21)
H (1.22, -4.26, -2.65)
H (-0.70, -4.15, -4.30)
N (-0.27, -1.42, -1.62)
P (-2.43, 0.00, -0.41)
P (2.24, -0.72, -0.14)
C (-2.33, -0.27, -2.24)
H (-1.99, 0.65, -2.73)
H (-3.29, -0.52, -2.68)
C (1.88, -2.22, -1.00)
H (2.60, -3.04, -1.03)
C (3.41, 0.13, -1.43)
C (3.31, -1.23, 1.38)
C (-3.30, 1.67, -0.22)
C (-3.55, -1.48, 0.08)
C (3.47, 1.63, -1.09)
H (3.97, 1.80, -0.12)
H (4.05, 2.16, -1.86)
H (2.48, 2.07, -1.05)
C (4.83, -0.47, -1.44)
H (5.38, -0.31, -0.51)
H (4.80, -1.54, -1.68)
H (5.40, 0.03, -2.24)
C (2.88, -0.09, -2.86)
H (3.42, 0.56, -3.55)
H (3.05, -1.13, -3.18)
H (1.82, 0.13, -2.96)
C (4.02, 0.03, 1.91)
H (3.30, 0.85, 2.07)
H (4.48, -0.21, 2.89)
H (4.82, 0.39, 1.25)
C (2.44, -1.79, 2.51)
H (1.77, -1.03, 2.94)
H (1.86, -2.66, 2.19)
H (3.10, -2.12, 3.32)
C (4.30, -2.36, 1.05)
H (5.05, -2.11, 0.30)
H (4.84, -2.61, 1.97)
H (3.76, -3.26, 0.72)
C (-3.99, -1.26, 1.54)
H (-4.49, -2.18, 1.89)
H (-3.13, -1.09, 2.21)
H (-4.70, -0.43, 1.64)
C (-2.81, -2.82, -0.05)
H (-2.62, -3.08, -1.09)
H (-1.87, -2.85, 0.51)
H (-3.47, -3.60, 0.38)
C (-4.78, -1.63, -0.83)
H (-5.38, -2.46, -0.43)
H (-5.43, -0.75, -0.85)
H (-4.51, -1.88, -1.86)
C (-2.54, 2.74, -1.02)
H (-2.52, 2.53, -2.09)
H (-3.06, 3.71, -0.87)
H (-1.52, 2.86, -0.66)
C (-3.29, 2.08, 1.25)
H (-2.27, 2.20, 1.63)
H (-3.80, 3.06, 1.34)
H (-3.82, 1.37, 1.90)
C (-4.74, 1.59, -0.75)
H (-4.78, 1.21, -1.78)
H (-5.39, 1.00, -0.10)
H (-5.15, 2.61, -0.77)
Ir (-0.11, -0.07, 0.05)
C (-0.45, -1.20, 1.45)
O (-0.65, -1.91, 2.37)
N (0.19, 1.33, -1.53)
C (0.42, 1.79, -2.59)
C (0.57, 2.68, -3.68)
C (0.33, 4.06, -3.50)
C (0.95, 2.21, -4.96)
C (0.48, 4.95, -4.56)
H (0.01, 4.40, -2.51)
C (1.11, 3.11, -6.01)
H (1.09, 1.13, -5.10)
C (0.88, 4.47, -5.81)
H (0.28, 6.02, -4.41)
H (1.41, 2.73, -7.00)
H (1.00, 5.17, -6.65)
C (0.38, 3.75, 3.27)
C (0.64, 3.91, 1.91)
C (0.58, 2.81, 1.05)
N (0.21, 1.58, 1.48)
C (-0.01, 1.41, 2.81)
C (0.06, 2.47, 3.71)
H (0.43, 4.59, 3.96)
H (0.89, 4.87, 1.47)
H (0.83, 2.93, 0.00)
H (-0.28, 0.42, 3.17)
H (-0.14, 2.25, 4.76)

⟨S²⟩   8.804
HOMO level (alpha / beta)   -14.025 / -17.224 eV
Total charge   +3
Strongest force on any atom   5.886 eV/Å
LUMO energy (alpha / beta)   -8.22 / -12.07 eV
Multiplicity   6